Density functional theory data (ωB97M-V/def2-TZVPD) for a molecular structure, C29H24Cl2F4N3O5Re.

Element x y z (Å)
C: 1.5119 -2.4259 -0.2268
N: -0.8613 2.2381 -2.2054
C: -0.6422 2.5136 1.7463
C: -1.9060 3.2831 -0.2013
H: -0.4254 -0.3083 -3.4220
C: 3.0241 -4.1081 0.4313
H: -1.2297 2.5412 -4.2559
H: -0.2673 4.0902 -2.9578
C: -0.8624 -1.5704 3.2118
O: 3.2631 0.4255 -1.5872
H: 4.7281 -1.4187 -0.7601
H: -2.3433 3.7674 -2.2650
C: -2.5365 -1.3677 -0.5461
H: -2.8917 3.3089 0.2629
N: -0.9922 -0.5969 1.0370
C: 1.7208 -3.7035 0.2990
C: -1.7829 -2.5323 2.8900
F: 1.5936 2.2237 1.0537
H: 5.3427 -5.3343 1.8194
H: -0.4018 -1.5383 4.1885
H: 0.6889 3.2897 5.3243
H: 0.7022 0.8352 -4.1594
C: 0.7214 2.4976 2.0342
N: -1.0794 2.2438 0.4337
C: 4.0895 -3.2986 0.0537
H: -1.4585 4.2711 -0.0718
C: 2.3861 -0.2597 -1.1585
H: -4.6794 -3.9761 -0.4268
C: -0.4887 -0.6180 2.2577
H: 2.0528 2.2307 -2.1958
C: -2.3695 -2.5265 1.6075
F: -2.8275 2.8093 2.5707
C: -3.3685 -3.4290 1.1535
C: -3.5049 -2.2430 -0.9420
F: -1.9037 3.3816 5.0197
C: 0.3211 3.0738 4.3307
O: 5.2619 -3.9499 0.2860
H: 0.5029 -2.0803 -0.3766
C: -1.5078 2.8243 2.7866
F: 2.5054 2.7360 3.5248
H: 0.2702 0.1151 2.4878
C: 3.9041 -2.0519 -0.4644
C: 4.9191 -5.2291 0.8222
Re: -0.6259 0.7088 -0.6434
C: -1.9528 -1.5254 0.7185
C: -3.9153 -3.2910 -0.0864
C: -2.0888 2.8966 -1.6566
H: -0.7091 0.2746 -5.0522
H: -2.9078 2.1819 -1.7418
C: 2.5707 -1.6104 -0.5930
C: -1.0303 3.1027 4.0544
C: 1.1926 2.7674 3.3042
Cl: -3.8998 -4.7016 2.1915
H: 2.1445 3.8867 -2.7866
H: -2.2433 1.3262 -3.4846
H: 0.8997 -4.3500 0.5776
C: -0.3465 0.5674 -4.0662
Cl: -4.2365 -2.0691 -2.4853
O: 1.0899 0.2282 -1.1941
H: 1.5452 2.6260 -3.8418
H: -2.0740 -3.2869 3.6081
C: 1.5514 2.9714 -2.8100
H: 5.2685 -6.0137 0.1533
C: -1.2226 1.6994 -3.5573
H: 0.2540 3.7653 -1.3103
O: 3.4852 -5.2853 0.9087
C: 0.1697 3.3277 -2.3042
O: -2.0979 -0.3301 -1.3128

Multiplicity   2
HOMO energy (alpha / beta)   -10.82 / -10.83 eV
LUMO energy (alpha / beta)   -3.83 / -4.02 eV
Total charge   +1
Frontier orbital gap (alpha / beta)   6.99 / 6.81 eV
Relative energy (zero: lowest compared OMol25 entry of this formula, charge and spin)   1.009 eV
Calculated total energy   -3057.91308 Eh


Density functional theory data (ωB97M-V/def2-TZVPD) for 4 unconnected molecules or ions with the total composition C3H13N3O2 at a distorted geometry.

Element x y z (Å)
H: -1.9084 -0.3499 1.7012
H: -1.7652 0.4439 0.1312
C: -0.3845 0.8988 1.4668
H: 3.3385 -1.0023 0.2227
C: 0.5698 -1.1469 -1.6649
H: 0.2242 1.5766 -0.4011
H: 1.1822 1.0004 2.6933
O: 2.3408 -0.8967 0.2778
N: -1.3050 -0.0935 0.9393
H: -0.8608 -2.5060 -2.6452
N: 0.4586 0.2889 2.5306
H: 1.4716 0.7571 0.3707
N: 0.6139 1.3378 0.5528
H: -2.1637 1.6346 -2.1296
H: 0.9485 -0.0947 -1.8996
O: -1.6972 1.4257 -1.2759
C: -0.6799 -1.6856 -1.9402
H: 0.7821 -0.5049 1.9241
H: 1.2558 -1.7548 -1.1025
H: -1.5055 -1.0116 -1.6298
H: -0.9159 1.6830 1.8781

HOMO energy   -8.73 eV
LUMO energy   -4.76 eV
Frontier orbital gap   3.97 eV
Relative energy (zero: lowest compared OMol25 entry of this formula, charge and spin)   11.768 eV
Calculated total energy   -436.43341 Eh


Density functional theory data (ωB97M-V/def2-TZVPD) for a gas-phase ion, C4H11N2O (charge +1) at a distorted geometry.

Element x y z (Å)
H: 0.3190 -1.9315 -1.7276
C: -2.2251 1.5176 0.0714
H: -2.5605 1.0631 1.0403
N: 1.0531 -0.5734 -0.2427
H: 0.9598 -2.7039 -0.3339
H: 2.5529 -1.6902 0.9781
H: -1.3097 0.0317 -1.1950
H: 3.0123 -0.3876 -0.3886
H: -3.1558 1.3372 -0.6742
H: -1.8141 2.5523 0.1659
H: 2.2142 0.1964 1.2119
O: 0.4931 1.4822 0.8808
C: 2.2842 -0.6682 0.4466
C: -0.0424 0.5968 0.1859
C: 0.3369 -1.7953 -0.7131
H: -0.6873 -1.7823 -0.3106
N: -1.1742 0.6307 -0.4326
H: -0.2563 2.1243 1.0375

HOMO energy   -13.29 eV
Structure (SMILES)   C/[NH+]=C(\O)N(C)C
LUMO energy   -3.64 eV
Total charge   +1
Frontier orbital gap   9.64 eV
Relative energy (zero: lowest compared OMol25 entry of this formula, charge and spin)   4.016 eV
Calculated total energy   -343.41658 Eh


Density functional theory data (ωB97M-V/def2-TZVPD) for 2 unconnected molecules or ions with the total composition C5H9P at a distorted geometry.

Element x y z (Å)
H: -2.6982 -1.7257 0.6197
H: 0.3258 -0.9205 -2.2228
H: -3.6786 -0.2652 0.4584
H: -1.4712 0.2595 1.5106
H: 3.3532 1.3547 0.7777
H: -2.8494 -0.9353 -0.9523
H: -1.6538 1.0710 -0.0562
P: 1.1680 -1.5034 0.3484
C: 3.8053 0.6124 0.1572
C: 0.3139 -0.9424 -1.1575
C: -1.5471 0.1007 0.4332
C: -2.7713 -0.7627 0.1184
C: -0.3307 -0.5568 -0.0729
H: 3.7119 0.6840 -0.9031
H: 4.5329 -0.0473 0.5771

HOMO energy (alpha / beta)   -8.34 / -6.63 eV
LUMO energy (alpha / beta)   0.40 / 0.53 eV
Frontier orbital gap (alpha / beta)   8.74 / 7.16 eV
Relative energy (zero: lowest compared OMol25 entry of this formula, charge and spin)   3.408 eV
Calculated total energy   -537.08811 Eh


Density functional theory data (ωB97M-V/def2-TZVPD) for 7 unconnected molecules or ions with the total composition C26H58O18P2 at a distorted geometry.

Element x y z (Å)
C: 0.4403 1.6540 1.1272
C: 0.7607 -2.0092 -2.8198
H: 0.1723 3.4127 2.3222
O: 0.8529 3.0339 -2.6340
C: 2.0293 -4.5364 0.9651
H: -0.0884 0.6487 -1.1418
C: -2.3776 -3.9292 -2.9735
O: 5.5160 1.4799 2.3223
H: 2.4086 -6.5534 0.4859
O: -0.5173 -2.5984 -2.5635
H: -4.6805 -1.5225 2.9667
H: -8.4042 -3.4991 -0.9691
O: 1.8893 -4.2188 -0.1865
H: 2.7504 -1.5118 3.1153
H: 4.0311 1.5357 3.7693
H: 1.1510 -1.6639 -1.8653
C: -2.6817 4.8557 -1.2408
O: 1.9419 -3.7308 2.0273
H: 3.5656 -5.7518 1.6763
H: -1.4207 4.0484 0.3592
O: -3.2043 3.5405 -1.3296
C: -7.8753 -3.3303 -0.0319
H: -4.6943 -0.2125 1.8418
H: -2.1049 -0.4667 0.8701
C: -0.3380 3.0012 -3.4111
O: 6.7780 0.3039 4.1348
H: 3.6861 0.4984 2.4247
O: -3.7963 3.7837 -3.4679
H: -3.8450 -4.9928 0.8737
C: -1.9119 4.9751 0.0507
C: -4.5281 1.8507 -2.3146
H: -5.4238 1.8002 -1.6968
H: 7.2568 -0.3828 6.0047
O: -0.3677 -4.1254 -4.2178
C: 2.5405 -5.8975 1.3400
H: -2.5556 5.2160 0.9013
H: -2.0785 -1.0779 -0.7917
H: -3.6281 -3.9576 2.2886
H: 8.5564 -0.4776 4.7795
O: 6.3285 2.8210 4.4075
C: 8.4630 1.0068 1.7695
C: -3.8338 3.1709 -2.4358
O: -0.7736 1.6361 0.5493
H: 1.2898 2.2591 3.0148
C: 1.6686 -1.6639 3.1849
H: -5.2514 -4.3804 1.7812
C: 7.7309 0.1241 5.1670
H: 8.1919 1.0366 5.5505
C: 1.2706 -2.4816 1.9580
H: 8.4894 1.4530 0.7789
O: 7.9790 1.9941 2.6941
H: 3.6662 2.2862 2.1267
H: 3.9586 3.7120 -2.7916
H: 1.4698 -2.7561 -3.1800
H: 9.4712 0.7327 2.0840
H: 0.2214 -1.2543 -4.8294
H: 3.6439 2.2852 -1.8668
C: -1.0003 0.7604 -0.5444
H: 2.8576 3.8096 -1.3916
H: -3.0048 -3.0368 -2.9743
H: -0.4704 5.1622 -3.6243
C: 4.1085 1.4669 2.6822
C: -0.4887 4.2568 -4.2425
H: -8.2132 -2.3857 0.3879
H: -0.6403 -1.1600 0.3609
H: -3.5201 5.5608 -1.2885
C: -5.3573 -0.8895 2.3811
C: 3.1758 3.2037 -2.2343
H: -8.1506 -4.1432 0.6387
H: -1.1538 2.9765 -2.6867
P: -5.4855 -2.1985 0.1182
H: -1.4624 4.3155 -4.7294
H: -0.4468 2.0867 -3.9952
O: 1.4006 1.0575 0.7177
H: -2.7943 -4.5657 -3.7510
C: -4.2559 -4.1375 1.4085
P: 6.5871 1.7394 3.4500
H: -0.4510 1.9363 3.0327
O: -5.2449 -1.1571 -0.8756
H: 0.1931 -2.6346 2.0680
O: -6.1309 -1.7015 1.5062
C: -0.9606 -3.5836 -3.3243
H: 1.5740 -0.4853 -4.1418
H: -1.1210 5.7258 0.0664
O: -6.4755 -3.3649 -0.2988
H: -2.4039 -4.4232 -2.0033
H: 1.5042 -1.9053 1.0649
O: -4.1514 -2.9353 0.6525
H: 0.3335 4.4318 -4.9378
H: -0.0655 -0.1327 -3.5319
H: 7.8804 0.0855 1.7873
H: 1.5759 -2.1087 4.1770
H: -1.6680 1.1863 -1.2951
C: -1.4854 -0.5884 -0.0229
C: 0.3695 2.3454 2.4437
H: -4.7792 1.4973 -3.3115
H: -3.8818 1.0826 -1.8814
H: 1.9578 -6.3474 2.1458
C: 0.6121 -0.9208 -3.8653
C: 2.0564 2.7193 -3.1215
O: 2.2540 2.1384 -4.1582
H: 1.1474 -0.7079 3.1992
H: -6.0147 -0.4003 3.0911
H: -2.0986 5.1954 -2.1019

HOMO energy   -9.87 eV
Structure (SMILES)   COP(=O)(OC)OC.COP(=O)(OC)OC.CCOC(C)=O.CCOC(C)=O.CCOC(C)=O.CCOC(C)=O.CCOC(C)=O
LUMO energy   0.23 eV
Frontier orbital gap   10.10 eV
Relative energy (zero: lowest compared OMol25 entry of this formula, charge and spin)   0.630 eV
Calculated total energy   -3062.71340 Eh